1.
# C2H7N6O2

The ion C2H7N6O2 with charge +1 (ωB97M-V/def2-TZVPD, the OMol25 dataset).

Summary:
Total charge: +1
LUMO level, eV: -5.445
Largest force on an atom, Eh/bohr: 0.0711
Total energy, a.u.: -558.85120
Multiplicity: 1

```
17
Properties=species:S:1:pos:R:3:forces:R:3:mulliken_charge:R:1
O 1.908 1.176 -1.663 -0.620 -0.814 0.295 -0.22
O -0.690 1.278 -0.596 -1.688 0.255 -1.597 -0.35
N 0.397 -1.488 1.567 -3.165 -0.688 -0.743 -0.36
N 1.357 -0.424 -0.129 -1.883 -0.762 0.806 0.64
N 1.127 0.364 -1.451 1.965 1.405 -2.747 0.35
N 2.247 -0.741 0.679 2.195 0.397 -0.591 -0.54
N 0.017 -0.750 0.320 2.115 -0.408 1.267 -0.15
N 1.734 -1.336 1.663 1.066 1.408 -0.243 0.25
C -1.837 1.117 -1.564 -0.725 0.829 2.673 -0.65
C -0.656 0.594 0.578 0.148 -0.858 0.420 -0.15
H 2.274 -1.926 2.240 0.857 -0.443 1.012 0.29
H -2.679 0.679 -0.984 0.275 0.945 -0.186 0.31
H -1.528 0.149 0.993 -1.620 0.690 0.264 0.37
H -1.749 0.428 -2.337 1.431 -1.423 -1.330 0.33
H -2.034 2.099 -2.023 0.064 -0.358 0.716 0.25
H 0.288 -2.501 1.434 -0.858 0.351 -0.403 0.31
H -0.177 1.283 1.273 0.443 -0.526 0.388 0.32
```
Positions in Å, forces in eV/Å.

=====

2.
# C4H3O2S

A cluster of 2 separate species, C4H3O2S in total (ωB97M-V/def2-TZVPD, the OMol25 dataset).

Summary:
Total charge: -1
LUMO level, eV: 3.807
Largest force on an atom, Eh/bohr: 0.0815
Total energy, a.u.: -702.85908
Multiplicity: 1

```
10
Properties=species:S:1:pos:R:3:forces:R:3:mulliken_charge:R:1
S 0.332 3.060 0.277 -0.029 0.113 -0.093 -0.51
O -3.287 1.028 -0.604 -1.019 0.982 -1.893 -0.43
O -2.408 -0.085 1.161 0.308 -1.314 1.921 -0.44
C 0.433 0.090 0.398 -3.129 -0.883 2.647 -0.39
C -2.646 0.459 0.171 0.529 0.250 0.237 0.68
C 0.037 1.459 -0.045 -0.186 -1.353 -0.945 -0.06
C -0.540 0.414 -0.736 0.567 0.480 -0.807 -0.46
H -0.784 0.084 -1.832 0.547 0.713 2.427 0.31
H 0.027 -0.351 1.503 0.493 1.142 -2.867 0.03
H 1.357 -0.373 0.266 1.919 -0.129 -0.628 0.27
```
Positions in Å, forces in eV/Å.

=====

3.
# C4H9NO

A cluster of 2 separate species, C4H9NO in total (ωB97M-V/def2-TZVPD, the OMol25 dataset).

Summary:
Total charge: 0
LUMO level, eV: 0.871
Largest force on an atom, Eh/bohr: 0.0105
Total energy, a.u.: -287.74629
Multiplicity: 1

```
15
Properties=species:S:1:pos:R:3:forces:R:3:mulliken_charge:R:1
O 0.124 -1.948 -0.656 -0.344 0.279 -0.305 -0.59
N 0.357 -0.722 1.799 0.243 -0.008 0.061 -0.63
C -0.412 -0.925 -1.028 0.137 -0.330 -0.237 0.20
C 0.238 -0.029 -2.047 0.016 0.012 -0.069 -0.94
C 0.296 0.539 1.128 -0.086 0.315 0.283 -0.20
C -0.761 1.313 1.349 0.069 0.017 0.052 -0.61
H 1.122 -0.670 2.462 -0.062 -0.174 0.111 0.24
H -0.003 -0.476 -3.018 0.055 0.156 -0.045 0.34
H 1.325 -0.050 -1.926 -0.196 -0.040 -0.040 0.30
H 1.135 0.883 0.503 -0.152 -0.064 0.392 0.39
H -0.793 2.368 1.098 -0.094 -0.207 -0.400 0.27
H -0.127 1.001 -2.028 -0.037 -0.194 0.052 0.28
H -1.612 0.865 1.858 0.199 0.269 0.206 0.28
H -1.421 -0.646 -0.666 0.140 -0.145 -0.142 0.40
H 0.531 -1.502 1.174 0.114 0.114 0.081 0.28
```
Positions in Å, forces in eV/Å.

=====

4.
# BF4H72O36

A cluster of 37 separate species, BF4H72O36 in total (ωB97M-V/def2-TZVPD, the OMol25 dataset).

Summary:
Total charge: -1
LUMO level, eV: 1.909
Largest force on an atom, Eh/bohr: 0.0677
Total energy, a.u.: -3176.68110
Multiplicity: 1

```
113
Properties=species:S:1:pos:R:3:forces:R:3:mulliken_charge:R:1
F 11.174 12.228 14.707 0.337 0.011 0.941 0.45
F 12.968 10.937 13.906 -0.734 0.657 -0.113 0.10
F 12.609 13.162 13.186 -0.057 -0.982 0.147 -0.06
F 11.080 11.523 12.642 0.294 -0.493 -0.943 -0.31
O 10.839 4.800 9.638 -0.185 0.392 -0.966 -0.65
O 12.795 9.823 11.132 -1.285 1.112 0.180 0.19
O 14.958 15.118 11.238 -0.084 1.592 0.343 -0.64
O 13.252 11.627 17.573 0.770 2.110 0.940 -0.71
O 8.984 14.310 9.601 0.728 1.220 0.818 -0.72
O 12.289 11.364 6.605 0.187 -0.609 -0.461 -0.73
O 13.386 12.947 10.548 -0.794 0.046 -2.731 -0.29
O 11.015 12.786 8.727 0.380 0.650 -0.548 -0.60
O 11.713 6.575 14.802 0.718 0.352 0.984 -0.60
O 9.587 10.085 9.886 0.487 -0.721 1.722 -0.53
O 7.757 11.830 8.641 -0.245 -1.177 0.367 -0.66
O 15.663 11.870 9.273 1.848 -1.164 -0.859 -0.63
O 15.796 10.915 14.963 -0.806 -0.593 -0.993 -0.81
O 16.240 13.673 14.006 -1.474 -0.001 0.231 -0.81
O 11.088 16.595 10.670 1.758 0.651 -2.067 -0.66
O 8.506 13.201 14.985 -1.087 1.025 -1.182 -0.70
O 9.298 13.332 17.646 0.979 -2.442 0.125 -0.75
O 10.694 16.477 16.393 0.183 -1.065 0.525 -0.64
O 9.181 8.816 15.202 0.401 -1.220 1.503 -0.61
O 13.300 8.239 8.624 1.953 -0.317 1.086 -0.72
O 6.869 7.112 12.533 0.397 0.524 0.337 -0.67
O 10.887 9.091 7.608 -0.006 -0.118 -0.238 -0.69
O 17.178 13.249 11.440 0.900 -1.334 -0.036 -0.66
O 14.836 10.207 7.090 -0.008 -0.442 -0.023 -0.74
O 13.198 7.627 12.584 0.472 -0.776 1.902 -0.78
O 13.684 5.890 10.413 -0.485 0.473 -0.962 -0.75
O 8.388 9.799 12.766 0.091 0.332 0.503 -0.69
O 9.126 5.441 13.270 -0.356 0.341 -0.563 -0.65
O 13.776 15.558 14.039 0.056 0.209 1.876 -0.78
O 12.194 8.879 16.091 -0.072 -0.767 1.525 -0.63
O 10.397 6.130 7.371 -0.111 -0.599 -0.342 -0.74
O 10.224 15.588 13.653 0.337 2.375 1.094 -0.50
O 12.157 14.228 17.385 -1.005 0.160 1.411 -0.70
O 10.648 10.771 17.091 -1.416 2.131 1.488 -0.78
O 15.312 9.850 12.054 1.117 -0.989 -1.234 -0.63
O 8.291 14.226 12.213 -0.225 -1.658 -0.040 -0.76
B 11.984 11.928 13.619 0.014 0.618 0.144 -0.28
H 10.268 17.075 17.019 0.090 -0.294 -0.079 0.27
H 9.101 13.373 15.717 0.278 -0.530 0.595 0.29
H 7.834 12.759 8.776 0.129 1.454 0.169 0.31
H 8.407 15.150 12.326 0.236 1.561 0.293 0.31
H 13.474 7.082 11.846 0.016 -0.337 -0.833 0.35
H 11.146 9.995 17.038 1.004 -2.392 -0.341 0.31
H 13.111 8.862 9.329 0.931 0.427 1.401 0.26
H 12.074 12.056 7.216 -0.675 0.814 0.614 0.33
H 11.059 16.082 11.451 -0.169 -0.869 1.808 0.26
H 9.425 9.875 10.851 0.225 0.104 -1.272 0.16
H 11.466 4.171 9.297 0.577 -0.852 0.350 0.28
H 10.237 13.578 17.805 -0.587 -0.097 -0.170 0.41
H 10.905 15.633 16.887 -0.352 1.365 -0.454 0.39
H 15.496 14.322 14.033 0.689 -0.119 -0.045 0.43
H 10.379 9.464 8.342 -0.134 -0.054 0.363 0.39
H 8.666 9.427 13.668 -0.103 0.999 -1.028 0.39
H 8.549 8.361 15.849 1.753 0.901 -1.361 0.24
H 9.523 5.168 12.419 -0.451 0.304 0.485 0.31
H 8.533 13.881 13.094 -0.212 0.071 -0.128 0.31
H 15.746 12.869 14.284 0.858 0.061 -0.040 0.40
H 10.322 16.091 14.524 -0.099 -0.550 -1.410 0.33
H 13.057 14.974 13.833 -0.622 -0.515 -0.263 0.22
H 15.933 9.745 11.280 -0.900 0.490 1.073 0.26
H 16.934 13.393 12.366 -0.612 0.618 0.688 0.40
H 12.444 9.162 15.232 0.478 0.525 -1.439 0.12
H 15.891 14.906 11.232 0.107 -0.432 -0.060 0.28
H 8.618 12.351 14.574 0.614 -0.587 0.464 0.28
H 12.495 14.476 16.548 0.814 0.242 -1.395 0.29
H 8.327 5.991 13.042 0.973 -0.716 0.018 0.34
H 12.750 5.579 10.484 0.704 0.432 -0.425 0.33
H 13.723 6.468 9.590 -0.452 -0.732 1.327 0.36
H 12.989 8.508 12.296 -0.544 0.800 -0.914 0.42
H 14.450 14.317 11.321 0.028 -0.760 -0.409 0.29
H 14.039 11.155 17.376 0.770 -0.764 -0.308 0.28
H 16.003 10.451 14.100 -0.651 0.669 1.221 0.35
H 9.528 15.151 9.619 -0.708 -1.078 -0.132 0.29
H 11.301 9.863 7.168 0.112 0.016 -0.120 0.38
H 12.073 10.425 11.461 0.514 -0.890 -0.542 -0.08
H 17.597 12.372 11.569 -0.139 0.658 -0.561 0.29
H 11.041 5.868 6.703 -0.111 0.367 0.083 0.33
H 11.022 6.070 14.410 -1.162 -0.644 -0.550 0.27
H 14.218 15.700 13.227 0.731 0.374 -1.781 0.33
H 12.481 11.145 17.358 -1.337 -1.035 -0.494 0.38
H 10.811 12.038 9.256 0.178 -1.695 0.780 0.28
H 10.242 14.706 13.964 0.011 -1.724 0.348 0.19
H 16.425 12.347 9.629 -0.325 0.100 0.054 0.25
H 14.810 10.855 15.049 1.167 -0.034 -0.437 0.22
H 13.580 10.344 11.341 0.481 0.051 -0.087 0.14
H 8.349 10.788 12.771 0.119 -1.472 0.382 0.25
H 12.369 7.920 16.112 -0.296 0.281 -0.228 0.28
H 8.872 14.126 10.579 -0.125 0.020 -0.712 0.53
H 8.135 11.659 7.784 0.184 -0.087 -0.535 0.31
H 10.146 8.564 15.427 -2.115 0.238 -0.303 0.37
H 7.299 7.981 12.587 0.208 0.054 0.252 0.37
H 14.898 8.959 12.088 0.184 0.461 0.394 0.28
H 10.595 11.099 16.204 0.010 0.359 -1.065 0.31
H 10.486 7.078 7.515 0.206 0.554 -0.173 0.35
H 15.283 10.726 7.761 0.412 0.767 0.339 0.40
H 12.670 13.046 9.815 1.169 -0.111 2.096 0.25
H 12.456 8.401 8.280 -2.639 -0.252 -2.260 0.58
H 9.136 10.911 9.745 -0.939 0.541 -0.310 0.26
H 14.671 9.389 7.586 -0.466 -0.119 -0.299 0.35
H 14.910 12.341 9.562 -1.505 0.913 0.934 0.32
H 9.361 12.300 17.662 -0.140 2.554 0.053 0.38
H 13.008 12.947 11.421 -0.864 -0.028 0.597 0.28
H 10.611 5.204 8.748 -0.238 0.339 1.128 0.42
H 12.058 16.567 10.415 -1.718 0.064 0.387 0.33
H 6.299 7.265 11.787 -0.517 -0.345 -0.567 0.31
H 10.188 13.278 8.871 -0.052 0.857 -0.010 0.32
H 12.560 13.380 17.607 0.360 -0.441 -0.117 0.27
H 13.213 11.164 6.820 0.346 -0.511 -0.250 0.42
H 12.258 6.880 14.071 0.319 0.145 -0.683 0.36
```
Positions in Å, forces in eV/Å.